Here is C25H26BrFN5OPtSi as an isolated structure at a distorted geometry from OMol25. Energies are from ωB97M-V/def2-TZVPD.

Each line ends with the natural charge from an NBO analysis.
Positions of all 61 atoms, in Å:
Pt 0.423 0.235 -0.352  1.22
C 0.490 2.040 4.866  -0.13
C 0.525 2.551 3.590  -0.18
C 0.306 1.731 2.503  -0.19
C 0.172 0.355 2.694  0.02
C 0.152 -0.195 3.940  -0.16
C 0.203 0.712 5.055  -0.16
N 0.117 -0.493 1.545  -0.15
N -0.015 -1.777 1.725  -0.14
C -0.181 -2.436 0.537  0.27
C -0.724 -3.723 0.564  -0.16
C -1.110 -4.220 -0.697  -0.11
C -0.811 -3.549 -1.852  -0.23
C -0.138 -2.351 -1.806  0.06
N 0.087 -1.782 -0.598  -0.52
H 0.850 2.675 5.676  0.26
H 0.858 3.598 3.502  0.26
H 0.093 2.030 1.480  0.20
H 0.068 -1.277 3.954  0.25
H 0.018 0.260 6.055  0.26
H -0.774 -4.233 1.520  0.28
H -1.754 -5.068 -0.700  0.26
H -1.139 -3.962 -2.759  0.27
H 0.143 -1.830 -2.685  0.24
O 6.641 -0.531 -0.374  -0.58
C 5.280 -0.401 -0.255  0.44
C 4.343 -1.378 -0.556  -0.31
C 2.997 -1.102 -0.518  0.07
N 2.454 0.093 -0.126  -0.62
C 3.415 1.038 0.250  0.16
Br 3.068 2.905 0.544  0.16
C 4.755 0.793 0.311  -0.29
H 6.876 -1.409 -0.740  0.51
H 4.730 -2.333 -0.908  0.26
H 2.262 -1.845 -0.806  0.21
H 5.398 1.575 0.691  0.28
C -2.296 2.518 -3.354  -1.11
Si -0.879 2.114 -2.121  1.67
C -0.518 3.692 -1.103  -1.07
C 0.635 1.652 -3.029  -1.17
N -1.391 0.830 -0.954  -0.69
C -2.507 0.083 -0.605  0.20
C -3.153 0.157 0.658  -0.24
C -3.969 -0.873 1.133  -0.08
C -4.225 -1.984 0.306  -0.03
C -3.687 -2.039 -0.964  -0.30
C -3.023 -0.932 -1.449  0.51
F -2.932 -0.842 -2.803  -0.25
H -1.947 3.035 -4.291  0.30
H -3.119 3.193 -2.987  0.28
H -2.648 1.573 -3.761  0.24
H -0.389 4.617 -1.654  0.30
H 0.446 3.595 -0.595  0.24
H -1.331 3.795 -0.374  0.25
H 0.953 2.399 -3.769  0.32
H 0.488 0.701 -3.581  0.25
H 1.524 1.535 -2.377  0.25
H -2.895 0.981 1.328  0.27
H -4.482 -0.834 2.096  0.28
H -4.880 -2.784 0.668  0.28
H -3.852 -2.877 -1.686  0.29

Force components x, y, z for each atom (eV/Å):
1.168 1.799 -0.535
0.769 0.008 0.472
0.723 1.168 -0.960
-0.623 -0.206 -0.661
0.376 -0.331 -1.050
-0.335 0.848 2.103
-0.523 -3.231 0.041
-0.824 -2.450 2.704
0.337 3.699 0.361
-0.300 -1.137 -0.477
0.582 0.512 -1.237
-0.206 0.150 2.245
0.308 0.280 0.188
-0.483 -0.337 1.555
-0.349 -1.290 -1.541
-0.664 -0.176 0.063
-0.628 -0.513 -0.377
0.576 0.797 0.119
-0.026 0.204 0.864
0.555 0.605 -0.764
-0.436 -0.077 -0.198
-0.004 -0.883 -0.274
-0.147 -0.393 -1.287
0.279 0.563 -0.570
-2.544 -0.147 0.090
1.592 0.736 1.144
0.220 -0.595 -0.832
-0.067 0.233 0.427
2.861 0.529 -0.013
-1.011 0.062 -0.216
-0.809 -0.933 -0.034
0.900 -0.695 -0.722
-0.049 0.459 0.174
-0.497 -0.002 0.017
0.507 -0.019 0.077
0.176 -0.123 -0.207
0.145 0.387 -0.225
-1.505 3.817 -1.735
0.044 -1.154 0.795
1.146 -1.610 -0.176
-1.922 -0.542 0.016
0.638 1.291 0.734
0.223 -0.091 1.260
0.261 1.650 -0.328
-0.097 -1.228 -0.465
-0.439 -0.748 -0.922
-0.616 -1.400 -2.733
0.719 0.138 2.099
0.329 -0.299 1.059
0.705 -1.039 -0.026
-0.628 -0.073 0.112
-0.470 -0.065 -0.661
-0.173 -0.212 0.320
0.271 0.308 -0.009
-0.484 0.145 0.168
0.217 0.434 0.140
-0.257 -0.013 -0.289
-0.048 -0.204 -0.270
0.452 0.250 -0.169
0.284 0.239 -0.172
-0.204 0.908 0.789

Results
orbital gap (alpha / beta): 6.687 / 4.246 eV
<S²>: 6.03
energy above the lowest of the compared OMol25 structures with the same formula, charge and spin: 135.9 kJ/mol
LUMO energy (alpha / beta): -0.3936 / -0.4853 Ha
E_tot: -119697.05282 eV
total charge: +3
spin multiplicity: 5